2 unconnected molecules or ions with the total composition C4H8O2. Source: the Open Molecules 2025 dataset; level of theory: ωB97M-V/def2-TZVPD.

```
14
Properties=species:S:1:pos:R:3:forces:R:3
C -2.261991 1.539073 -0.204909 -0.050 0.044 0.002
C -1.192330 0.503342 0.062257 -0.192 0.004 0.521
O -1.199712 -0.212783 1.039252 -0.017 0.382 -0.511
O -0.206010 0.501475 -0.855527 0.266 0.336 0.259
H -2.943129 1.565478 0.647379 0.115 -0.079 -0.154
H -2.834439 1.338725 -1.114607 0.195 -0.113 0.056
H -1.798370 2.522000 -0.323429 0.006 -0.137 -0.028
H 0.607787 0.097284 -0.463845 -0.714 -0.143 -0.260
C 2.395113 -1.227610 0.190663 -0.006 -0.257 0.132
C 1.219917 -1.609283 0.684013 0.266 -0.106 0.016
H 3.077270 -0.593134 0.750880 -0.048 -0.178 -0.028
H 2.733895 -1.600729 -0.771948 -0.069 0.291 -0.019
H 0.521752 -2.186251 0.081406 0.182 -0.109 0.205
H 0.879486 -1.339715 1.677466 0.064 0.065 -0.191
```
Positions in Å, forces in eV/Å.

Energy above the lowest of the compared OMol25 structures with the same formula, charge and spin ... 107.3 kJ/mol
SMILES string ... CC(=O)O.C=C
Highest occupied orbital energy ... -10.04 eV
Max |F| ... 0.77 eV/Å

=====

A single C4H8O2 molecule. Source: the Open Molecules 2025 dataset; level of theory: ωB97M-V/def2-TZVPD.

```
14
Properties=species:S:1:pos:R:3:forces:R:3
C 2.043883 0.408723 -0.673927 0.293 0.125 -0.042
O 0.729182 -0.080956 -0.689688 -0.053 -0.004 -0.084
C 0.191070 -0.368408 0.578065 -0.122 -0.029 0.185
C -1.266220 -0.716528 0.328380 -0.019 -0.049 0.031
C -2.078028 0.503954 -0.049292 -0.326 -0.058 -0.002
O -3.284569 0.538798 -0.043715 0.493 -0.003 0.010
H 2.267898 0.727401 -1.694624 0.050 -0.032 0.168
H 2.769312 -0.362782 -0.374460 -0.141 0.083 0.005
H 2.147914 1.271067 0.001865 -0.030 -0.110 -0.087
H 0.279713 0.511647 1.241031 -0.004 -0.119 -0.112
H 0.722311 -1.199662 1.068821 -0.049 0.102 -0.144
H -1.744113 -1.217107 1.176199 0.077 0.104 -0.071
H -1.296891 -1.409909 -0.521894 -0.064 0.060 0.117
H -1.481468 1.393761 -0.346755 -0.105 -0.069 0.027
```
Positions in Å, forces in eV/Å.

Energy above the lowest of the compared OMol25 structures with the same formula, charge and spin ... 155.2 kJ/mol
SMILES string ... COCCC=O
Highest occupied orbital energy ... -9.72 eV
Max |F| ... 0.49 eV/Å

=====

A single C4H8O2 molecule. Source: the Open Molecules 2025 dataset; level of theory: ωB97M-V/def2-TZVPD.

```
14
Properties=species:S:1:pos:R:3:forces:R:3
C 1.082871 -1.148108 -0.782227 0.024 -0.014 -0.009
C -0.029953 -0.140733 -0.516561 0.269 0.187 0.065
O -1.300748 -0.775406 -0.501874 -0.141 -0.099 -0.252
C 0.120385 0.532916 0.842808 0.059 0.013 0.051
C -0.939364 1.568986 1.151714 0.089 0.191 0.153
O -0.756118 2.499377 1.901423 -0.071 -0.366 -0.332
H 0.946925 -1.621630 -1.762021 0.017 0.074 0.137
H 2.065885 -0.665036 -0.777284 -0.144 -0.047 0.005
H 1.070604 -1.933922 -0.019264 -0.002 0.127 -0.084
H -0.005710 0.631899 -1.303432 -0.047 -0.090 0.110
H -1.458933 -1.143767 -1.379796 -0.056 0.005 0.166
H 1.103119 1.002639 0.948076 -0.113 -0.067 0.008
H 0.035532 -0.240373 1.618948 0.020 0.047 -0.070
H -1.922362 1.415065 0.662807 0.095 0.039 0.053
```
Positions in Å, forces in eV/Å.

Energy above the lowest of the compared OMol25 structures with the same formula, charge and spin ... 102.0 kJ/mol
SMILES string ... C[C@@H](O)CC=O
Highest occupied orbital energy ... -9.66 eV
Max |F| ... 0.50 eV/Å

=====

A molecular structure, C4H8O2. Source: the Open Molecules 2025 dataset; level of theory: ωB97M-V/def2-TZVPD.

```
14
Properties=species:S:1:pos:R:3:forces:R:3
C 0.859049 1.047225 -0.781723 0.227 0.266 0.037
C 0.018065 -0.606936 -0.503048 -0.205 -0.134 0.547
O -0.051625 -1.264007 -1.624207 -0.100 -0.210 -0.057
C 0.365504 -1.069253 0.885791 0.095 -0.115 -0.048
C -0.998969 -0.456650 0.608225 0.029 -0.269 -0.215
O -1.265670 0.735898 1.285998 -0.169 0.088 -0.156
H 1.941932 0.959849 -0.703727 -0.111 -0.045 -0.003
H 0.427585 1.498252 0.112237 -0.002 -0.170 -0.138
H 0.569632 1.686894 -1.624043 -0.009 -0.039 -0.045
H 0.514838 0.049273 -1.519330 0.108 0.314 0.093
H 0.447293 -2.145983 1.026129 -0.022 0.224 -0.053
H 1.009927 -0.466440 1.518975 -0.076 -0.044 -0.130
H -1.845974 -1.138050 0.500831 0.149 0.121 0.010
H -1.991585 1.169928 0.817891 0.085 0.012 0.158
```
Positions in Å, forces in eV/Å.

Energy above the lowest of the compared OMol25 structures with the same formula, charge and spin ... 573.5 kJ/mol
Highest occupied orbital energy ... -8.38 eV
Max |F| ... 0.60 eV/Å

=====

2 unconnected molecules or ions with the total composition C4H8O2. Source: the Open Molecules 2025 dataset; level of theory: ωB97M-V/def2-TZVPD.

```
14
Properties=species:S:1:pos:R:3:forces:R:3
C 1.871278 -1.079894 0.316553 0.072 -0.010 0.029
C 0.764773 -0.057046 0.236028 0.024 0.209 0.219
O 0.762784 0.964056 0.884839 0.005 -0.442 -0.267
C -0.371729 -0.392846 -0.699726 0.177 -0.126 -0.062
C -1.754625 -0.259335 -0.213095 -0.223 -0.120 0.159
O -1.194109 0.683422 -1.099005 -0.011 0.087 -0.107
H 2.408573 -1.116245 -0.638697 -0.089 0.002 0.109
H 2.565833 -0.808512 1.113007 -0.105 -0.041 -0.113
H 1.463092 -2.081115 0.498110 0.031 0.144 -0.040
H -0.160292 -1.129608 -1.476736 -0.024 0.108 0.130
H -1.920438 0.097300 0.802968 0.082 -0.018 -0.149
H -2.526089 -0.903761 -0.634819 0.137 0.108 0.061
H -1.158350 3.321035 0.725650 0.000 0.034 -0.048
H -0.772839 2.806352 0.350108 -0.077 0.065 0.078
```
Positions in Å, forces in eV/Å.

Energy above the lowest of the compared OMol25 structures with the same formula, charge and spin ... 284.8 kJ/mol
SMILES string ... CC(=O)[C@H]1CO1.[H][H]
Highest occupied orbital energy ... -9.93 eV
Max |F| ... 0.52 eV/Å

=====

A single C4H8O2 molecule. Source: the Open Molecules 2025 dataset; level of theory: ωB97M-V/def2-TZVPD.

```
14
Properties=species:S:1:pos:R:3:forces:R:3
C -1.702930 -0.215814 0.695307 -0.285 -0.091 0.108
C 0.122314 -0.119085 -1.104085 0.461 0.049 0.006
C 1.313200 -0.816439 -0.597322 -0.146 -0.091 -0.315
O 2.241348 -0.178138 0.260221 -0.138 0.029 0.278
C -0.055077 1.199934 -0.427802 -0.050 0.021 -0.135
O -0.536216 0.610832 0.795361 0.025 0.008 0.106
H -2.180060 -0.170956 1.674312 -0.034 0.032 -0.054
H -1.450278 -1.257400 0.466824 -0.022 0.186 0.091
H -2.391398 0.136600 -0.078869 0.108 0.086 0.114
H 1.843408 -1.085722 -1.521993 0.081 -0.031 0.014
H 0.983524 -1.788195 -0.181821 0.033 0.158 -0.153
H 1.752590 0.055489 1.062056 0.156 -0.023 -0.073
H -0.798893 1.874722 -0.869764 0.047 -0.219 0.065
H 0.858464 1.754170 -0.172419 -0.235 -0.112 -0.052
```
Positions in Å, forces in eV/Å.

Energy above the lowest of the compared OMol25 structures with the same formula, charge and spin ... 523.5 kJ/mol
Highest occupied orbital energy ... -8.59 eV
Max |F| ... 0.46 eV/Å

=====

A single C4H8O2 molecule. Source: the Open Molecules 2025 dataset; level of theory: ωB97M-V/def2-TZVPD.

```
14
Properties=species:S:1:pos:R:3:forces:R:3
C -2.190656 -0.218199 0.679615 -0.007 -0.009 0.010
C -1.171374 0.124289 -0.385548 -0.216 0.002 -0.120
O 0.119749 0.165344 0.242419 0.103 -0.003 -0.033
C 1.155028 0.354945 -0.592851 0.119 0.019 -0.332
C 2.476665 0.305436 0.130442 0.055 0.032 0.018
O 1.028216 0.516355 -1.784347 0.034 -0.042 0.482
H -1.938606 -1.167933 1.161082 -0.048 0.124 -0.069
H -2.235999 0.559053 1.448604 0.017 -0.109 -0.114
H -3.181380 -0.313799 0.223327 0.143 0.026 0.076
H -1.147751 -0.620464 -1.187123 -0.016 0.082 0.116
H -1.369629 1.096356 -0.848202 0.019 -0.118 0.061
H 2.349470 0.378889 1.211465 0.005 -0.020 -0.163
H 3.119738 1.109722 -0.233501 -0.119 -0.103 0.027
H 2.966523 -0.643123 -0.112368 -0.090 0.119 0.043
```
Positions in Å, forces in eV/Å.

Energy above the lowest of the compared OMol25 structures with the same formula, charge and spin ... 22.8 kJ/mol
SMILES string ... CCOC(C)=O
Highest occupied orbital energy ... -10.38 eV
Max |F| ... 0.48 eV/Å

=====

2 unconnected molecules or ions with the total composition C4H8O2. Source: the Open Molecules 2025 dataset; level of theory: ωB97M-V/def2-TZVPD.

```
14
Properties=species:S:1:pos:R:3:forces:R:3
C 1.820339 -1.045092 0.376463 0.085 -0.038 0.018
C 0.762130 0.011265 0.192641 0.092 0.209 0.145
O 0.847294 1.097657 0.714702 -0.057 -0.491 -0.184
C -0.387429 -0.359051 -0.716665 0.198 -0.111 -0.069
C -1.778398 -0.286116 -0.238249 -0.201 -0.133 0.167
O -1.249214 0.683374 -1.115032 -0.002 0.088 -0.119
H 2.369354 -1.145527 -0.566735 -0.034 -0.069 0.103
H 2.508362 -0.724164 1.160429 -0.095 -0.089 -0.117
H 1.389221 -2.021864 0.620667 0.026 0.130 -0.068
H -0.149760 -1.085531 -1.496170 -0.030 0.075 0.127
H -1.977427 0.052134 0.778493 0.111 0.018 -0.156
H -2.521518 -0.955185 -0.674191 0.158 0.100 0.088
H -1.021550 3.017882 0.763075 -0.090 0.208 -0.044
H -0.611410 2.760216 0.200577 -0.161 0.104 0.109
```
Positions in Å, forces in eV/Å.

Energy above the lowest of the compared OMol25 structures with the same formula, charge and spin ... 295.1 kJ/mol
SMILES string ... CC(=O)[C@H]1CO1.[H][H]
Highest occupied orbital energy ... -9.84 eV
Max |F| ... 0.53 eV/Å

=====

A single C4H8O2 molecule. Source: the Open Molecules 2025 dataset; level of theory: ωB97M-V/def2-TZVPD.

```
14
Properties=species:S:1:pos:R:3:forces:R:3
O -1.663093 -0.762393 1.160252 -0.165 0.185 0.000
C -0.751368 -1.108417 0.126772 0.183 -0.110 -0.204
C 0.383855 -0.120920 0.139214 -0.144 -0.007 -0.246
O 1.173824 -0.222381 1.287073 -0.087 0.006 0.203
C 0.120103 1.266086 -0.396782 -0.096 0.185 0.029
C 1.080138 0.327563 -1.092948 0.128 -0.124 -0.135
H -1.893189 0.165217 1.005101 -0.087 -0.185 0.131
H -1.242662 -1.147927 -0.857056 0.070 0.091 0.156
H -0.385184 -2.109919 0.371780 -0.011 0.125 -0.087
H 0.546803 -0.280285 2.023737 0.204 0.037 -0.015
H 0.547833 2.086467 0.170895 -0.042 -0.123 -0.109
H -0.826269 1.485227 -0.888806 0.152 -0.077 0.091
H 0.776148 -0.095076 -2.046960 0.053 0.045 0.172
H 2.140301 0.541062 -1.000635 -0.157 -0.050 0.014
```
Positions in Å, forces in eV/Å.

Energy above the lowest of the compared OMol25 structures with the same formula, charge and spin ... 170.4 kJ/mol
SMILES string ... OCC1(O)CC1
Highest occupied orbital energy ... -9.79 eV
Max |F| ... 0.30 eV/Å

=====

A single C4H8O2 molecule. Source: the Open Molecules 2025 dataset; level of theory: ωB97M-V/def2-TZVPD.

```
14
Properties=species:S:1:pos:R:3:forces:R:3
C -1.214136 -1.074785 0.058562 -0.027 -0.061 -0.007
C -0.246824 0.066645 0.363027 -0.052 -0.024 0.015
C -0.666057 1.347520 -0.333681 -0.141 0.048 -0.235
O -1.547672 1.407020 -1.157132 0.244 0.002 0.242
C 1.210897 -0.268368 -0.018625 -0.216 -0.326 0.086
O 1.971521 0.910245 -0.230393 0.257 0.097 -0.177
H -2.246540 -0.734690 0.177839 0.144 -0.072 0.025
H -1.056335 -1.934279 0.718693 0.066 0.147 -0.091
H -1.109482 -1.411989 -0.978298 0.001 0.076 0.146
H -0.271464 0.297059 1.438260 0.025 0.034 -0.114
H -0.097029 2.250281 -0.041669 -0.145 -0.080 -0.036
H 1.683927 -0.843160 0.788083 -0.122 -0.011 -0.164
H 1.204787 -0.892439 -0.922512 -0.025 0.099 0.144
H 2.337274 0.883071 -1.120107 -0.009 0.073 0.166
```
Positions in Å, forces in eV/Å.

Energy above the lowest of the compared OMol25 structures with the same formula, charge and spin ... 124.7 kJ/mol
SMILES string ... C[C@H](C=O)CO
Highest occupied orbital energy ... -9.61 eV
Max |F| ... 0.40 eV/Å

=====

A single C4H8O2 molecule. Source: the Open Molecules 2025 dataset; level of theory: ωB97M-V/def2-TZVPD.

```
14
Properties=species:S:1:pos:R:3:forces:R:3
C -0.914819 -0.067563 1.382435 -0.027 0.049 0.008
C 0.050721 -0.767912 0.456363 -0.029 -0.085 0.083
C -0.025196 -0.585265 -1.037731 0.149 -0.260 -0.089
O -0.941591 0.298239 -1.608073 0.005 0.131 -0.004
C 1.121218 0.010606 -0.268537 0.087 -0.184 -0.058
O 1.065973 1.406280 -0.131333 0.024 0.105 -0.160
H -0.565931 -0.131832 2.418449 -0.050 0.012 -0.155
H -1.005561 0.990652 1.128413 -0.027 -0.152 0.043
H -1.909196 -0.521218 1.323372 0.136 0.051 0.010
H 0.356394 -1.763820 0.773838 -0.037 0.167 -0.063
H 0.165448 -1.437854 -1.683842 -0.054 0.098 0.132
H -0.652290 1.190493 -1.370029 -0.334 -0.119 0.045
H 2.122634 -0.407935 -0.365783 -0.169 0.124 0.045
H 1.132196 1.787130 -1.017543 0.327 0.065 0.161
```
Positions in Å, forces in eV/Å.

Energy above the lowest of the compared OMol25 structures with the same formula, charge and spin ... 195.9 kJ/mol
SMILES string ... C[C@H]1[C@@H](O)[C@H]1O
Highest occupied orbital energy ... -9.38 eV
Max |F| ... 0.37 eV/Å

=====

A molecular structure, C4H8O2. Source: the Open Molecules 2025 dataset; level of theory: ωB97M-V/def2-TZVPD.

```
14
Properties=species:S:1:pos:R:3:forces:R:3
C -0.883149 0.395281 -1.001673 -0.041 0.005 0.202
C -0.312330 0.677860 0.233980 -0.231 -0.188 -0.262
O 0.240283 1.931661 0.444712 -0.059 0.140 0.177
C -0.104819 -0.363656 1.289002 -0.009 -0.039 0.049
C 1.102203 -0.620704 0.456793 0.078 -0.076 -0.007
O 1.156532 -1.511336 -0.443307 -0.048 0.232 -0.067
H -1.574331 -0.440533 -1.071757 0.151 0.117 0.023
H 0.096624 -0.314642 -1.856643 0.008 0.044 -0.073
H -1.101744 1.239858 -1.649352 0.075 -0.112 0.075
H -0.139506 2.290765 1.257094 0.091 -0.005 -0.130
H 0.083304 0.037966 2.285354 -0.017 -0.054 -0.157
H -0.829960 -1.177163 1.284258 0.097 0.131 -0.025
H 1.940815 0.072797 0.596372 -0.104 -0.101 -0.045
H 0.697339 -0.953120 -1.592355 0.007 -0.094 0.240
```
Positions in Å, forces in eV/Å.

Energy above the lowest of the compared OMol25 structures with the same formula, charge and spin ... 443.1 kJ/mol
Highest occupied orbital energy ... -8.40 eV
Max |F| ... 0.40 eV/Å

=====

Which of these has the lowest energy above the lowest of the compared OMol25 structures with the same formula, charge and spin? number 7

=====

Among the records above, which one has the highest energy above the lowest of the compared OMol25 structures with the same formula, charge and spin? number 4